[1]
16
Properties=species:S:1:pos:R:3:forces:R:3:lowdin_charge:R:1 method="wB97M-V/def2-TZVPD" orbital_gap_ev=8.60 charge=-1
C 0.480998 -2.599281 -1.697390 -0.8 0.6 0.4 -0.053
C 0.674954 -1.093926 -1.284455 0.6 -1.6 0.0 -0.751
O -0.209557 -0.309962 -1.695823 -0.1 0.4 0.1 -0.081
O 1.667753 -0.907458 -0.556177 -0.2 0.7 0.0 -0.077
H 0.539586 -3.173915 -0.771649 0.1 -0.2 -0.1 0.050
H 1.209552 -2.979900 -2.409923 0.1 0.2 0.0 0.047
H -0.537221 -2.679108 -2.085104 0.1 -0.3 -0.2 0.047
C -0.106267 1.994110 0.807567 -0.7 -0.3 -0.3 -0.338
C -0.531644 1.167449 2.039229 -0.2 1.0 0.4 -0.094
O -0.992842 1.784344 -0.268591 -0.4 0.1 0.0 -0.135
H -0.246770 3.050490 1.046758 0.4 0.1 0.1 0.090
H 0.921731 1.803153 0.488199 0.0 -0.1 0.2 0.100
H -1.102284 1.833466 2.702217 0.1 -0.1 0.1 0.051
H -0.801013 0.916733 -0.708716 0.5 0.2 -0.1 0.023
H 0.290412 0.778378 2.639784 0.0 -0.3 -0.2 0.058
H -1.257387 0.415425 1.754076 0.3 -0.5 -0.2 0.064

=====

[2]
16
Properties=species:S:1:pos:R:3:forces:R:3:lowdin_charge:R:1 method="wB97M-V/def2-TZVPD" orbital_gap_ev=7.60 charge=-1
C -1.152326 -2.327222 1.112669 1.4 -0.7 0.1 -0.350
C -0.789601 -0.952814 1.632187 -1.0 1.5 -1.6 -0.095
O -2.532641 -2.560206 0.894479 -0.4 0.1 -0.3 -0.098
H -0.605354 -2.577483 0.203086 0.0 0.4 -0.5 0.099
H -0.720555 -3.102536 1.758739 -0.8 0.0 0.4 0.098
H -0.083478 -0.878773 2.453542 -0.2 -0.2 0.1 0.068
H -2.777833 -2.089116 0.078920 0.2 -0.2 0.6 0.089
H -1.709827 -0.364650 1.783177 0.0 -0.5 1.0 0.078
H -0.450512 -0.292264 0.810944 0.8 -0.5 0.3 0.038
C 2.487335 1.244102 -1.452526 -0.5 0.2 -0.3 -0.062
C 1.064825 1.675349 -0.999067 -0.2 0.6 0.3 -0.774
O 0.665959 1.280311 0.130412 0.3 0.1 -0.5 -0.119
O 0.465220 2.429618 -1.806676 0.2 -0.4 0.3 -0.115
H 2.811693 0.319268 -0.986304 0.1 -0.1 0.1 0.045
H 3.206774 2.045390 -1.262376 -0.1 -0.1 0.1 0.052
H 2.403868 1.140138 -2.532536 0.3 -0.2 -0.1 0.046

=====

[3]
16
Properties=species:S:1:pos:R:3:forces:R:3:lowdin_spin:R:1 method="wB97M-V/def2-TZVPD" s2=0.754 spin_multiplicity=2 orbital_gap_ev="10.13 / 9.35" charge=0
H 1.882167 -1.703045 -0.857773 1.2 -0.4 -0.9 0.000
C 1.717774 -2.192987 0.109236 -2.6 0.9 -3.6 0.000
H 1.919540 -1.393554 0.775454 0.5 -0.2 2.8 0.000
C 0.236840 0.676337 0.531453 2.8 -3.5 -4.3 0.010
H 0.261195 -0.075826 1.345698 -1.3 0.9 0.7 -0.001
C 1.510725 1.482822 0.380148 -0.2 1.0 1.2 0.002
O -0.226796 0.285818 -0.562210 0.7 0.8 2.3 0.058
O -2.100679 1.116522 0.121075 0.1 0.8 0.7 0.776
C -2.686933 0.148280 -0.593720 -1.3 -1.0 -0.8 0.084
O 0.928696 -3.103973 0.066451 0.9 -0.3 1.7 0.000
H 2.233266 1.244754 1.191254 -0.5 0.4 -0.4 0.000
H 1.978828 1.287283 -0.585955 -0.3 -0.1 0.1 0.001
H 1.222240 2.536614 0.416780 0.5 0.2 0.1 0.000
H -3.710801 0.419304 -0.339222 -1.0 -0.2 -0.2 0.055
H -2.596292 0.181432 -1.690612 0.2 0.4 0.2 0.006
H -2.569770 -0.909780 -0.308058 0.3 0.4 0.5 0.009

=====

[4]
17
Properties=species:S:1:pos:R:3:forces:R:3:lowdin_spin:R:1 method="wB97M-V/def2-TZVPD" s2=3.759 spin_multiplicity=4 orbital_gap_ev="2.59 / 7.56" charge=0
O 1.136556 -0.540414 -1.141259 3.5 0.7 3.2 0.415
C 0.872687 -1.031819 0.147501 0.1 -0.3 0.4 0.055
C 0.542628 0.067338 1.130823 0.8 -0.7 0.9 0.030
O -0.512045 0.826192 0.540911 -0.9 0.0 4.6 0.103
C -1.103730 1.766773 1.423575 -0.3 0.5 0.4 0.025
Pd -0.107191 1.001914 -1.272774 0.3 3.3 -4.2 1.333
H 1.715902 -1.624687 0.539456 -0.2 0.2 -0.2 0.012
H -0.025288 -1.676361 0.099229 0.2 -0.1 0.0 0.006
H 1.409664 0.706145 1.363438 -0.3 0.1 -0.3 0.005
H 0.199050 -0.367668 2.082332 -0.2 0.1 -0.1 0.009
H -1.796869 2.380348 0.837990 0.2 -0.2 0.1 0.007
H -1.655703 1.237070 2.213379 0.2 0.1 -0.2 0.005
H -0.336424 2.405701 1.886017 -0.2 -0.1 -0.2 0.001
O -0.939475 -0.415385 -2.222045 -3.7 1.4 -0.9 0.413
C 0.034164 -1.268153 -2.349527 0.8 -5.1 -3.8 0.490
H 0.730379 -1.144433 -3.199798 -0.4 -0.2 0.3 0.040
H -0.164303 -2.322562 -2.079249 0.0 0.5 -0.1 0.052

=====

Computed energy relative to the best compared isomer or geometry (same formula, charge and spin) (kJ/mol) in order:
45.6; 111.9; 375.5; 0.0
Computed M (u) in order:
105.1; 105.1; 105.1; 211.5